*a*
2 unconnected molecules or ions with the total composition C6H9N. Source: OMol25; level of theory: ωB97M-V/def2-TZVPD.

Each line ends with the natural charge from an NBO analysis.
Element x y z (Å)
C1 1.336 1.031 0.136  -0.63
C2 1.312 -0.140 -0.813  -0.12
C3 -1.618 -0.288 1.528  -0.39
C4 -2.586 0.075 0.694  -0.40
C5 0.233 -0.557 -1.479  -0.31
C6 2.563 -0.836 -1.002  0.26
N1 3.576 -1.383 -1.136  -0.31
H1 1.936 1.850 -0.277  0.23
H2 1.783 0.747 1.094  0.23
H3 0.320 1.392 0.316  0.23
H4 -1.292 0.357 2.341  0.20
H5 -1.107 -1.243 1.431  0.20
H6 -2.915 -0.575 -0.114  0.19
H7 -3.094 1.033 0.784  0.20
H8 0.274 -1.404 -2.157  0.21
H9 -0.721 -0.057 -1.347  0.21

Calculated values
Gap between HOMO and LUMO (eV): 10.80
LUMO energy (Eh): 0.0252
Structure (SMILES): C=C(C)C#N.C=C
Spin multiplicity: 1

*b*
A molecular structure, C6H9N. Source: OMol25; level of theory: ωB97M-V/def2-TZVPD.

Each line ends with the natural charge from an NBO analysis.
Element x y z (Å)
C1 2.139 0.305 0.089  -0.44
N1 0.915 -0.400 -0.361  -0.46
C2 0.074 -0.831 0.674  0.03
C3 -1.254 -0.213 0.760  -0.27
C4 -1.187 1.025 -0.139  -0.41
C5 -0.671 0.045 -1.186  -0.02
C6 -1.312 -1.074 -0.471  -0.31
H1 1.958 1.254 0.602  0.17
H2 2.764 0.499 -0.782  0.20
H3 2.768 -0.290 0.788  0.21
H4 0.525 -1.329 1.553  0.20
H5 -1.836 -0.347 1.660  0.22
H6 -0.483 1.822 0.118  0.20
H7 -2.199 1.415 -0.275  0.22
H8 -0.571 0.198 -2.265  0.22
H9 -1.622 -2.069 -0.766  0.24

Calculated values
Gap between HOMO and LUMO (eV): 8.54
LUMO energy (Eh): 0.0418
Spin multiplicity: 1

Short version: *b* is the least stable of them.

*a*
A single C6H9N molecule. Source: OMol25; level of theory: ωB97M-V/def2-TZVPD.

Each line ends with the natural charge from an NBO analysis.
Element x y z (Å)
C1 2.390 0.477 0.268  -0.06
C2 -1.414 1.584 0.250  -0.38
C3 -1.132 0.423 -0.771  -0.24
C4 -1.372 0.147 0.635  -0.24
C5 -0.032 -0.222 0.004  0.11
C6 0.232 -1.708 -0.271  -0.64
N1 1.156 0.750 0.370  -0.41
H1 3.113 1.228 0.556  0.17
H2 2.886 -0.582 0.030  0.13
H3 -0.610 2.222 0.338  0.23
H4 -2.506 1.987 0.131  0.20
H5 -1.456 0.216 -1.734  0.22
H6 -2.185 -0.162 1.283  0.24
H7 0.381 -1.933 -1.295  0.21
H8 -0.579 -2.299 0.084  0.22
H9 1.128 -2.129 0.122  0.22

Calculated values
Gap between HOMO and LUMO (eV): 10.18
LUMO energy (Eh): 0.0423
Structure (SMILES): C=N[C@]1(C)[C@@H]2C[C@@H]21
Spin multiplicity: 1

*b*
A molecular structure, C6H9N. Source: OMol25; level of theory: ωB97M-V/def2-TZVPD.

Each line ends with the natural charge from an NBO analysis.
Element x y z (Å)
C1 -1.668 0.697 -0.502  -0.43
N1 -0.318 0.324 -0.882  -0.40
C2 0.261 -1.017 -0.505  -0.10
C3 1.629 -0.291 -0.565  -0.37
C4 0.734 0.810 0.056  -0.11
C5 0.308 0.155 1.389  -0.22
C6 0.034 -1.093 1.010  -0.22
H1 -1.824 1.734 -0.818  0.20
H2 -2.401 0.064 -1.009  0.20
H3 -1.854 0.651 0.586  0.18
H4 0.019 -1.883 -1.125  0.21
H5 1.929 -0.050 -1.588  0.22
H6 2.453 -0.696 0.026  0.20
H7 0.992 1.872 0.037  0.21
H8 0.053 0.657 2.310  0.22
H9 -0.347 -1.931 1.580  0.22

Calculated values
Gap between HOMO and LUMO (eV): 9.83
LUMO energy (Eh): 0.0432
Spin multiplicity: 1

*c*
A single C6H9N molecule. Source: OMol25; level of theory: ωB97M-V/def2-TZVPD.

Each line ends with the natural charge from an NBO analysis.
Element x y z (Å)
C1 3.189 0.634 0.127  -0.68
C2 1.839 0.170 -0.182  0.01
C3 0.762 -0.350 -0.340  -0.06
C4 -0.434 -1.201 -0.393  -0.29
N1 -1.604 -0.766 0.378  -0.40
C5 -2.615 0.020 -0.300  -0.26
C6 -1.751 0.630 0.736  -0.25
H1 3.843 0.595 -0.749  0.23
H2 3.612 -0.027 0.891  0.23
H3 3.194 1.651 0.526  0.23
H4 -0.722 -1.392 -1.434  0.21
H5 -0.122 -2.164 0.025  0.23
H6 -3.643 -0.256 -0.077  0.20
H7 -2.428 0.316 -1.333  0.19
H8 -0.989 1.324 0.388  0.20
H9 -2.131 0.817 1.738  0.20

Calculated values
Gap between HOMO and LUMO (eV): 9.93
LUMO energy (Eh): 0.0379
Structure (SMILES): CC#CCN1CC1
Spin multiplicity: 1

*d*
A single C6H9N molecule. Source: OMol25; level of theory: ωB97M-V/def2-TZVPD.

Each line ends with the natural charge from an NBO analysis.
Element x y z (Å)
C1 1.427 0.555 -0.945  -0.64
C2 0.485 -0.483 -0.390  0.02
C3 -0.725 -0.275 0.077  0.15
C4 -1.344 1.655 1.242  -0.62
C5 -1.733 0.323 0.638  -0.27
C6 -0.028 -2.791 -0.540  -0.08
N1 0.887 -1.846 -0.400  -0.56
H1 1.169 1.556 -0.583  0.23
H2 1.490 0.576 -2.035  0.22
H3 2.433 0.346 -0.551  0.22
H4 -2.237 2.205 1.520  0.22
H5 -0.855 2.216 0.430  0.20
H6 -0.632 1.602 2.068  0.22
H7 -2.762 0.109 0.358  0.22
H8 0.533 -3.745 -0.514  0.09
H9 1.893 -2.003 -0.375  0.37

Calculated values
Gap between HOMO and LUMO (eV): 8.57
LUMO energy (Eh): 0.0262
Spin multiplicity: 1

Short version: *d* is the least stable of them.

*a*
A molecular structure, C6H9N. Source: OMol25; level of theory: ωB97M-V/def2-TZVPD.

Each line ends with the natural charge from an NBO analysis.
Element x y z (Å)
C1 -0.773 -0.520 -0.402  -0.01
C2 0.103 0.829 -0.613  -0.34
C3 0.199 1.057 0.764  -0.40
C4 0.159 -0.545 0.874  -0.30
C5 1.518 -0.879 0.066  -0.20
C6 1.454 0.201 -0.792  -0.24
H1 -2.822 -0.940 -0.297  0.35
H2 -2.124 0.316 0.697  0.34
H3 -0.603 -1.283 -1.425  0.21
H4 -0.164 1.767 -1.129  0.23
H5 1.330 1.382 0.783  0.25
H6 -0.700 1.390 1.546  0.21
H7 0.124 -1.239 1.833  0.23
H8 2.431 -1.611 0.123  0.24
H9 2.130 0.251 -1.664  0.22
N1 -2.261 -0.176 -0.363  -0.81

Calculated values
Gap between HOMO and LUMO (eV): 10.07
LUMO energy (Eh): 0.0396
Spin multiplicity: 1

*b*
A single C6H9N molecule. Source: OMol25; level of theory: ωB97M-V/def2-TZVPD.

Each line ends with the natural charge from an NBO analysis.
Element x y z (Å)
C1 -1.685 -0.550 0.025  0.14
C2 0.781 -1.791 -0.210  -0.38
C3 1.021 -0.607 0.611  -0.20
C4 0.831 0.443 -0.412  -0.16
C5 -0.225 -0.645 -0.193  -0.12
C6 0.680 1.915 0.034  -0.62
N1 -2.222 0.581 -0.086  -0.62
H1 -2.269 -1.538 0.376  0.16
H2 1.267 -2.005 -1.074  0.19
H3 0.409 -2.800 0.111  0.21
H4 1.230 -0.647 1.700  0.23
H5 1.447 0.527 -1.394  0.19
H6 -0.366 2.128 0.144  0.24
H7 1.175 2.496 -0.785  0.21
H8 1.108 2.001 0.915  0.20
H9 -3.181 0.494 0.239  0.34

Calculated values
Gap between HOMO and LUMO (eV): 10.22
LUMO energy (Eh): 0.0398
Structure (SMILES): [H]/N=C/[C@]12C[C@H]1[C@@H]2C
Spin multiplicity: 1

Short version: *a* is the least stable of them.

*a*
A single C6H9N molecule. Source: OMol25; level of theory: ωB97M-V/def2-TZVPD.

Each line ends with the natural charge from an NBO analysis.
Element x y z (Å)
C1 0.245 -0.166 -2.254  -0.62
C2 -0.813 0.340 -1.312  -0.38
C3 -2.104 0.463 -1.364  0.24
C4 -0.487 0.976 0.065  -0.22
N1 -0.558 0.042 1.175  -0.39
C5 0.461 0.226 2.193  -0.26
C6 0.521 -0.918 1.253  -0.26
H1 0.999 0.611 -2.429  0.22
H2 -0.189 -0.441 -3.221  0.23
H3 0.763 -1.043 -1.853  0.22
H4 0.518 1.411 -0.070  0.19
H5 -1.159 1.807 0.304  0.24
H6 0.152 0.079 3.224  0.21
H7 1.190 1.021 2.040  0.19
H8 1.281 -0.878 0.474  0.18
H9 0.243 -1.917 1.579  0.21

Calculated values
Gap between HOMO and LUMO (eV): 9.77
LUMO energy (Eh): 0.0089
Spin multiplicity: 1

*b*
A single C6H9N molecule. Source: OMol25; level of theory: ωB97M-V/def2-TZVPD.

Each line ends with the natural charge from an NBO analysis.
Element x y z (Å)
C1 0.833 -0.766 -1.075  -0.46
C2 1.185 -0.399 0.410  -0.20
C3 -0.196 1.241 1.640  -0.22
C4 -0.908 0.396 0.628  -0.10
C5 -1.507 0.248 -0.768  -0.23
C6 -0.613 -0.384 -1.479  -0.18
H1 1.418 -0.020 -1.708  0.23
H2 1.168 -1.812 -1.243  0.22
H3 1.003 -1.196 1.317  0.17
H4 2.302 -0.146 0.346  0.19
H5 -0.433 2.273 1.528  0.20
H6 -0.275 0.943 2.744  0.20
H7 -1.050 -0.741 1.001  0.16
H8 -2.444 0.509 -1.443  0.24
H9 -0.909 -0.890 -2.428  0.20
N1 0.426 0.743 0.529  -0.43

Calculated values
Gap between HOMO and LUMO (eV): 10.15
LUMO energy (Eh): 0.0441
Structure (SMILES): C1=C[C@@H]2CN2CC1
Spin multiplicity: 1

Short version: *a* is the least stable of them.

*a*
A molecular structure, C6H9N. Source: OMol25; level of theory: ωB97M-V/def2-TZVPD.

Each line ends with the natural charge from an NBO analysis.
Element x y z (Å)
C1 2.034 0.047 -0.080  -0.61
C2 0.557 -0.150 0.038  0.05
C3 -0.392 0.531 0.997  -0.36
C4 -1.091 1.111 -0.222  -0.24
N1 -0.440 0.104 -1.104  -0.41
C5 -1.046 -1.192 -0.662  -0.31
C6 -0.220 -1.296 0.629  -0.18
H1 2.286 1.086 -0.324  0.22
H2 2.433 -0.598 -0.869  0.23
H3 2.513 -0.228 0.865  0.23
H4 -0.040 1.036 1.895  0.25
H5 -2.187 1.139 -0.257  0.19
H6 -0.686 2.101 -0.451  0.22
H7 -0.673 -1.988 -1.316  0.23
H8 -2.142 -1.227 -0.638  0.19
H9 -0.907 -0.476 1.500  0.30

Calculated values
Gap between HOMO and LUMO (eV): 9.40
LUMO energy (Eh): 0.0373
Spin multiplicity: 1

*b*
A single C6H9N molecule. Source: OMol25; level of theory: ωB97M-V/def2-TZVPD.

Each line ends with the natural charge from an NBO analysis.
Element x y z (Å)
C1 -1.223 1.552 -0.088  -0.58
C2 -0.139 0.554 -0.068  0.10
C3 0.058 -0.802 0.107  -0.09
C4 -0.987 -1.861 0.330  -0.62
C5 1.472 -0.970 0.094  -0.29
C6 2.050 0.265 -0.162  -0.07
N1 1.033 1.213 -0.270  -0.53
H1 -2.191 1.119 -0.389  0.23
H2 -0.701 2.444 -0.760  0.16
H3 -1.336 2.138 0.826  0.22
H4 -0.633 -2.853 0.021  0.22
H5 -1.896 -1.646 -0.245  0.21
H6 -1.274 -1.934 1.385  0.21
H7 1.988 -1.926 0.206  0.22
H8 3.083 0.482 -0.378  0.21
H9 0.696 2.221 -0.608  0.42

Calculated values
Gap between HOMO and LUMO (eV): 8.67
LUMO energy (Eh): 0.0344
Structure (SMILES): Cc1cc[nH]c1C
Spin multiplicity: 1

*c*
A single C6H9N molecule. Source: OMol25; level of theory: ωB97M-V/def2-TZVPD.

Each line ends with the natural charge from an NBO analysis.
Element x y z (Å)
C1 0.558 -0.652 -1.606  -0.67
C2 0.265 0.118 -0.333  0.19
C3 -1.855 -1.033 0.069  -0.27
N1 -0.841 -2.100 0.250  -0.44
C4 -0.552 -0.672 0.662  -0.21
C5 0.995 1.131 0.233  -0.29
C6 1.105 1.773 1.511  -0.25
H1 1.193 -1.646 -1.427  0.27
H2 -0.489 -0.853 -1.905  0.25
H3 1.078 -0.075 -2.395  0.21
H4 -2.094 -0.572 -0.914  0.17
H5 -2.711 -0.875 0.838  0.21
H6 -0.189 -0.464 1.650  0.22
H7 0.711 1.289 2.385  0.19
H8 1.522 1.803 -0.529  0.21
H9 1.303 2.828 1.510  0.21

Calculated values
Gap between HOMO and LUMO (eV): 5.35
LUMO energy (Eh): -0.0717
Spin multiplicity: 1

Short version: *c* is the least stable of them.

*a*
A single C3H5NO molecule. Source: OMol25; level of theory: ωB97M-V/def2-TZVPD.

Each line ends with the natural charge from an NBO analysis.
Element x y z (Å)
C1 0.586 -0.298 1.213  -0.26
O1 -0.214 -0.936 0.235  -0.51
C2 -0.207 -0.273 -0.994  -0.16
C3 -1.028 0.964 -0.955  0.24
N1 -1.676 1.920 -0.890  -0.31
H1 0.278 -0.696 2.181  0.20
H2 0.434 0.790 1.218  0.18
H3 1.651 -0.515 1.049  0.17
H4 -0.635 -0.950 -1.737  0.23
H5 0.810 -0.005 -1.320  0.21

Calculated values
Gap between HOMO and LUMO (eV): 11.76
LUMO energy (Eh): 0.0300
Structure (SMILES): COCC#N
Spin multiplicity: 1

*b*
2 unconnected molecules or ions with the total composition C3H5NO. Source: OMol25; level of theory: ωB97M-V/def2-TZVPD.

Each line ends with the natural charge from an NBO analysis.
Element x y z (Å)
O1 1.474 -1.525 1.652  -0.49
C1 2.129 -0.908 0.962  0.49
C2 -0.264 0.287 -0.739  0.00
C3 -1.374 -0.414 -0.504  -0.52
N1 0.228 1.334 0.043  -0.82
H1 1.237 1.362 0.114  0.38
H2 0.325 0.105 -1.638  0.19
H3 -1.723 -1.155 -1.214  0.21
H4 -1.975 -0.248 0.388  0.19
H5 -0.204 1.396 0.957  0.37

Calculated values
Gap between HOMO and LUMO (eV): 9.59
LUMO energy (Eh): 0.0404
Spin multiplicity: 1

*c*
2 unconnected molecules or ions with the total composition C3H5NO. Source: OMol25; level of theory: ωB97M-V/def2-TZVPD.

Each line ends with the natural charge from an NBO analysis.
Element x y z (Å)
C1 -0.426 -0.348 -0.790  0.30
C2 -0.353 0.923 0.018  -0.46
N1 1.054 1.199 0.316  -0.40
C3 1.666 0.254 -0.236  0.33
O1 0.845 -0.692 -0.905  -0.48
H1 -1.981 -2.131 1.084  -0.02
H2 -1.797 -1.841 0.419  0.01
H3 -0.797 1.745 -0.559  0.26
H4 -0.942 0.837 0.940  0.26
H5 2.729 0.055 -0.286  0.20

Calculated values
Gap between HOMO and LUMO (eV): 9.76
LUMO energy (Eh): 0.0149
Spin multiplicity: 1

*d*
A single C3H5NO molecule. Source: OMol25; level of theory: ωB97M-V/def2-TZVPD.

Each line ends with the natural charge from an NBO analysis.
Element x y z (Å)
N1 0.150 1.184 -0.330  -0.86
C1 0.999 -0.929 -0.070  0.43
C2 -0.994 0.355 0.158  0.00
C3 -0.663 -0.900 0.399  -0.35
O1 1.435 -1.964 -0.538  -0.52
H1 -0.201 2.086 -0.651  0.37
H2 0.897 1.441 0.313  0.38
H3 1.660 -0.350 0.590  0.12
H4 -1.952 0.808 -0.077  0.20
H5 -1.330 -1.731 0.206  0.23

Calculated values
Gap between HOMO and LUMO (eV): 9.73
LUMO energy (Eh): 0.0175
Structure (SMILES): N/C=C\C=O
Spin multiplicity: 1

Short version: *c* is the least stable of them.